1.
# C44H51F3N7O2PPtSb

A structure of composition C44H51F3N7O2PPtSb (the ωB97M-V functional and the def2-TZVPD basis, OMol25).

Properties
- total charge = +3
- energy (eV) = -88179.2232
- HOMO-LUMO gap (alpha / beta) (eV) = 6.74 / 4.78
- multiplicity = 5
- energy above the lowest of the compared OMol25 structures with the same formula, charge and spin (kJ/mol) = 49.95
- E_HOMO (alpha / beta) (Ha) = -0.568 / -0.589
- lowest unoccupied orbital energy (alpha / beta) (eV) = -8.72 / -11.25

Geometry as XYZ:
```
110
Properties=species:S:1:pos:R:3:lowdin_charge:R:1
C 3.9933 4.6876 2.9259 -0.264
H -4.2843 -0.3719 2.8278 0.101
C -3.6420 0.1922 2.1486 -0.122
C -0.1018 -3.0651 0.7179 -0.181
C 0.7298 2.5621 -1.5568 -0.118
H -1.2078 -0.6357 -2.8124 0.034
C 3.4189 -1.1578 3.7230 -0.116
C 1.1521 -1.0392 -1.9402 -0.399
H -0.0581 -5.5730 2.9573 0.137
H -5.0100 -0.3157 -2.6437 0.073
H -2.9636 0.2198 6.6637 0.095
N -0.5975 -2.0550 1.4592 0.012
H -3.4197 3.2174 0.2798 0.081
H -2.6191 -0.0172 -3.6776 0.090
C 1.0089 3.0748 -2.8180 0.003
N 0.5632 1.1770 4.1235 0.126
H -1.9890 1.8436 -2.0554 0.084
H 5.4546 2.4102 -2.9718 0.137
H -0.7674 0.2372 7.9645 0.091
N 0.7421 1.2541 -1.2952 0.018
H 4.0159 2.3984 -0.9403 0.104
C 4.1180 -1.8114 4.7213 0.023
C -0.6993 -3.5519 3.3118 0.005
H -3.8970 3.2854 -2.6523 0.099
Pt -0.5866 -0.0004 0.3366 0.963
F 4.2653 5.8641 3.4778 0.117
H -4.9831 2.3471 -1.6423 0.071
H -1.8910 2.7705 2.8155 0.148
C 3.4081 2.2386 1.8383 -0.382
C 5.7828 0.2973 -2.8895 -0.252
C -4.0676 2.2943 -2.2249 -0.069
C -0.3215 0.8935 7.2162 -0.064
H 4.5365 -1.8873 -0.6574 0.114
H -2.2676 -1.7441 -3.6749 0.103
C 5.2357 1.4916 -2.4424 0.027
H 3.6762 -2.0211 5.6873 0.134
H -3.2568 1.4055 5.3941 0.085
C 4.9744 3.7142 2.9129 0.036
H 5.9523 3.9321 3.3249 0.141
H -2.7897 -1.9508 -1.2981 0.104
C 4.2134 0.2600 -0.6440 -0.399
H 0.4988 3.2194 -0.7275 0.108
C 1.3900 0.8409 -3.5762 0.043
C -0.8357 2.6963 5.4961 -0.064
C 4.0458 -0.8945 2.5007 -0.385
H 1.5293 2.5753 -4.8431 0.137
H -2.0349 0.1287 5.1690 0.059
C 5.4229 -2.2023 4.4704 -0.257
H -4.2204 1.6093 -3.0572 0.069
Sb 3.0493 0.2955 1.0920 1.683
C 4.7430 -0.9378 -1.1416 -0.123
H -1.8879 2.3525 7.2712 0.149
C -1.0507 2.1286 3.0349 -0.122
P -2.8162 0.2708 -0.5734 0.994
N 0.4003 -1.3925 -0.9049 -0.010
H 0.9779 4.1446 -2.9807 0.131
C 4.6762 2.4712 2.3726 -0.086
C -2.8443 1.9230 -1.3754 -0.524
N -0.4535 2.0413 4.2168 -0.055
H 5.8505 -1.1198 1.3158 0.100
C 4.4334 1.4702 -1.3159 -0.110
N 0.5783 0.7570 2.9140 -0.065
F 6.0905 -2.8296 5.4274 0.125
C 5.3575 -1.3164 2.2596 -0.101
C 2.7342 4.4830 2.3905 0.014
H -1.5788 3.4456 5.2336 0.135
C 0.3460 -2.7314 -0.6856 -0.359
H -2.2835 3.9428 -0.8488 0.095
C -2.2459 -0.8405 -3.0635 -0.088
H 0.2272 0.2726 6.5041 0.059
H 6.0138 -1.8177 -2.6515 0.141
C -5.4063 0.8329 0.4813 -0.084
C 1.3238 2.2038 -3.8471 0.014
H 5.4372 1.6988 2.3773 0.110
H -4.3717 -1.0490 0.5696 0.107
N -0.4173 1.3400 2.1926 -0.092
H 0.4794 -5.1090 0.5439 0.142
C -4.5874 -1.2210 -2.2124 -0.076
H -2.6215 -0.1572 2.2841 -0.002
H 1.6590 0.1125 -4.3317 0.145
C 5.5563 -0.9171 -2.2603 0.033
C -3.1113 -1.0433 -1.8206 -0.521
C -2.5433 3.0128 -0.3387 -0.112
C -1.4093 1.7148 6.5255 -0.397
O 1.8631 -1.8456 -2.5570 0.254
H -5.8410 0.6792 -0.5053 0.071
H -3.6938 1.2453 2.4442 0.072
C 1.0874 0.4297 -2.2964 -0.235
H 2.4002 -0.8403 3.9070 0.070
H -0.9402 -3.7011 4.3563 0.130
H 0.3960 1.5385 7.7282 0.090
H 0.0503 3.1939 5.8837 0.138
F 6.5437 0.3162 -3.9714 0.130
C -4.1327 0.0096 0.7069 -0.496
H -1.3012 -1.4822 3.3106 0.092
H 2.0112 5.2891 2.4100 0.130
C -0.8921 -2.3032 2.7335 -0.105
H -1.7118 2.7390 0.3142 0.017
C 2.4419 3.2423 1.8431 -0.143
C -0.2082 -4.5871 2.5357 0.013
H -6.1553 0.5268 1.2159 0.102
H -4.6538 -2.0033 -2.9705 0.100
C 0.0944 -4.3408 1.2010 0.047
O 0.7010 -3.5499 -1.5142 0.246
H 7.0789 -2.2943 3.1217 0.140
C 6.0557 -1.9688 3.2625 0.033
H 1.4595 3.0684 1.4184 0.064
C -2.4765 0.8224 5.8965 -0.064
H -5.2258 1.8995 0.6255 0.075
H -5.2115 -1.5306 -1.3762 0.078
```

***

2.
# C5H8N2

An isolated molecule of C5H8N2 at a distorted geometry (the ωB97M-V functional and the def2-TZVPD basis, OMol25).

Properties
- energy (eV) = -8291.3712
- HOMO-LUMO gap (eV) = 10.53
- multiplicity = 1
- energy above the lowest of the compared OMol25 structures with the same formula, charge and spin (kJ/mol) = 349.78
- SMILES = C[C@H]1CN2CC2=N1
- E_HOMO (Ha) = -0.349
- lowest unoccupied orbital energy (eV) = 1.03

Geometry as XYZ:
```
15
Properties=species:S:1:pos:R:3:lowdin_charge:R:1
H 2.5615 -0.0338 -1.3584 0.073
C -0.3839 -0.6638 -0.5770 -0.169
C 1.9808 0.1789 -0.4437 -0.065
N -0.4265 1.6088 0.0018 0.133
H 0.0572 -1.6330 -0.7968 0.112
C -0.9147 0.8170 0.8773 -0.349
H 0.5023 0.9428 -1.8384 0.116
H -2.7740 -0.4534 0.9353 0.110
H -1.8936 -0.3258 2.5390 0.101
N -0.5758 -0.5231 0.8750 -0.033
C 0.5052 0.5712 -0.8082 -0.279
H 2.0133 -0.7524 0.1379 0.065
H 2.5452 0.9279 0.1127 0.068
H -1.3290 -0.5134 -1.1209 0.122
C -1.8681 -0.1480 1.4646 -0.005
```

***

3.
# C34H42CoNPTe

A structure of composition C34H42CoNPTe at a distorted geometry (the ωB97M-V functional and the def2-TZVPD basis, OMol25).

Properties
- total charge = +1
- energy (eV) = -91628.2884
- HOMO-LUMO gap (alpha / beta) (eV) = 6.19 / 4.65
- multiplicity = 5
- E_HOMO (alpha / beta) (Ha) = -0.343 / -0.366
- lowest unoccupied orbital energy (alpha / beta) (eV) = -3.14 / -5.31

Geometry as XYZ:
```
80
Properties=species:S:1:pos:R:3:lowdin_charge:R:1
H -0.1266 3.5112 4.7002 0.128
N -1.0979 0.5081 1.3691 -0.110
H -3.6337 -2.8659 -1.2733 0.074
C 0.1886 -0.0930 3.3063 -0.362
H 5.3113 -0.0208 -2.4612 0.110
C 0.8075 0.2631 4.5192 -0.040
C 3.6950 0.7987 2.8324 -0.420
H -2.7119 1.2973 -2.8082 0.111
H -2.2765 2.5528 -0.7381 0.077
H -0.5237 2.3553 -0.9468 0.051
C -6.6750 -0.4435 0.6129 -0.052
C 3.9596 0.1184 -0.7895 -0.130
H 4.2560 2.6373 1.8540 0.098
H -7.2708 0.3014 1.1511 0.084
C -2.4271 0.2396 1.2383 -0.290
H -6.9412 -0.3688 -0.4465 0.079
H -0.6006 -1.9985 2.6848 0.104
C -2.9180 -0.1407 -0.0440 -0.255
C -0.5755 0.8529 2.5750 -0.384
H 5.6423 -2.4682 -2.2252 0.110
H -2.8465 -3.7864 -2.5526 0.085
H 3.3917 -0.9892 4.0000 0.095
H 6.2077 3.0412 3.3269 0.111
H 2.9848 -2.5058 1.1498 0.099
C 5.1056 0.1204 4.6824 -0.057
H 6.7527 1.4330 5.1358 0.111
C 3.3021 -0.5814 0.2288 -0.459
H 4.4785 -3.7092 -0.4192 0.110
H -1.9270 -3.3133 -1.1221 0.074
C -1.3999 3.2597 2.3591 -0.019
H -3.0225 0.5599 3.2944 0.116
H 0.8777 -1.4828 1.8152 -0.091
C -1.7274 1.1772 -2.3436 -0.548
H 0.9791 -2.1021 3.4634 0.093
H -0.0614 -1.5090 0.5108 0.036
C -0.6524 2.1737 3.0911 -0.187
C 4.3333 -2.6416 -0.5227 -0.059
Co 0.0000 0.0000 0.0000 0.216
C 1.3565 1.9304 6.3240 -0.036
H -5.3982 0.1797 2.9444 0.120
H -0.6947 2.0661 -4.0413 0.087
H -1.4611 3.3193 -2.0930 0.090
Te 2.0312 0.4493 1.5714 1.830
C -5.2136 -0.2002 0.8263 -0.282
H -0.7984 0.3092 -4.1366 0.067
H -4.2776 -0.9563 -3.1423 0.067
H -1.2066 4.2429 2.8022 0.085
H 2.1430 1.2182 6.5948 0.080
H -2.4788 3.0873 2.4060 0.089
H -6.9453 -1.4424 0.9691 0.088
C -3.3634 0.3154 2.2911 -0.003
H 5.3440 -0.5815 5.4710 0.112
C 0.3678 -1.4980 2.7844 -0.154
C -3.3372 -1.2930 -3.5787 -0.103
C -4.7293 0.0996 2.0939 -0.026
C -4.3000 -0.3303 -0.2277 -0.033
C -0.6599 1.1469 -3.4460 -0.118
C -2.2874 -1.6893 -2.5423 -0.531
H -1.3917 -1.9460 -3.1242 0.108
C 3.4900 -1.9618 0.3623 -0.116
C 4.9896 -1.9420 -1.5407 -0.060
H 3.8183 1.1863 -0.8943 0.095
H -4.6853 -0.5924 -1.2002 0.089
H -1.0768 3.3189 1.3167 0.069
P -1.6934 -0.3982 -1.3798 1.030
H 1.8251 2.9176 6.2501 0.088
C 4.0035 -0.1088 3.8521 -0.120
C 4.4904 1.9346 2.6430 -0.116
C 0.7088 1.5583 5.0272 -0.261
H -3.5719 -2.1454 -4.2271 0.090
C -1.4811 2.4131 -1.4768 -0.122
C 4.8028 -0.5622 -1.6739 -0.065
C 5.8999 1.2562 4.4933 -0.056
H -2.9802 -0.4959 -4.2375 0.067
C 5.5925 2.1629 3.4737 -0.059
H 0.3501 1.0628 -3.0262 0.070
C -2.6966 -2.9789 -1.8268 -0.111
C -0.0350 2.4999 4.3143 0.028
H 1.3816 -0.4843 5.0585 0.118
H 0.6117 1.9474 7.1253 0.093
```